No. 1
15
Properties=species:S:1:pos:R:3:forces:R:3 method="wB97M-V/def2-TZVPD" orbital_gap_ha=0.33930 smiles=C1S[C@H]2C[C@@H]1CS2 largest_force_ev_per_a=6.256
C -0.8194 -1.0938 -0.9147 -0.4 0.8 0.4
C -0.4758 0.8522 0.5054 -2.4 3.0 0.1
C 1.3053 -0.4670 0.6504 0.7 -5.9 1.8
H -2.0173 -1.2405 -0.7981 3.0 0.3 -0.6
H -0.8645 -1.2149 1.2346 1.9 0.7 -0.8
S 2.0623 1.0139 -0.0316 -1.4 0.2 -0.9
H -0.2703 -1.9445 -1.3550 -0.8 0.1 0.3
H 1.2509 -0.6474 1.8107 1.2 1.0 -1.9
H -1.5729 0.9786 0.2591 0.9 0.3 0.3
S -0.3198 0.3625 -1.9964 -0.2 -0.5 -1.6
H 1.8149 -1.4381 0.2302 -0.3 1.9 0.8
C -0.2060 -0.6819 0.4400 -1.6 2.3 1.0
H 0.0167 2.4165 -0.6719 0.5 0.8 -1.1
C 0.3515 1.4034 -0.7578 -0.8 -1.7 3.8
H -0.2558 1.7010 1.3952 -0.3 -3.2 -1.7

---

No. 2
66
Properties=species:S:1:pos:R:3:forces:R:3 method="wB97M-V/def2-TZVPD" orbital_gap_ha=0.20970 total_charge=-1 largest_force_ev_per_a=0.878
H -5.6571 0.0319 -6.2375 0.0 0.0 0.0
H -3.0737 -2.6502 2.7428 0.0 0.0 0.0
N 2.6308 -0.4260 3.7931 0.0 -0.2 -0.1
O -1.8598 0.9797 -2.0057 0.4 -0.2 0.3
H -0.1135 -2.4126 5.8311 0.0 0.0 0.0
H 3.3462 1.1504 -6.4179 0.0 0.0 0.0
S 0.8908 5.1753 0.4514 0.0 0.1 0.1
C 5.2259 0.5196 6.8089 0.0 0.0 0.0
C -4.0404 0.3404 -4.8735 0.0 0.0 0.0
H -3.2647 0.1895 -5.6116 0.0 0.0 0.0
H -6.7174 0.9121 -2.1687 0.0 0.0 0.0
C -2.8542 -1.5564 0.4698 0.0 0.0 0.0
C 3.9258 0.1104 7.0396 0.0 0.0 0.0
C 3.6643 -0.0845 4.6403 0.0 0.1 0.2
O -4.3660 1.1128 -1.2931 -0.1 0.0 0.0
C -3.6447 0.6238 -3.5619 -0.1 -0.1 0.2
H -2.8882 -1.1556 -0.5400 0.0 0.0 0.0
O 0.5358 -0.1030 1.9556 -0.3 0.1 -0.1
As -0.5654 4.2598 -0.6628 -0.1 0.0 -0.1
H -7.3929 0.3925 -4.4946 0.0 0.0 0.0
S 0.4421 -1.1004 -1.5130 -0.3 0.0 0.1
C 3.1363 -0.2057 5.9357 0.1 0.1 -0.1
C -1.3737 -1.4066 2.3137 -0.1 0.0 0.1
N -1.3300 0.4859 -4.1610 0.0 0.1 0.0
H 5.8635 0.7694 7.6477 0.0 0.0 0.0
S 3.1945 -2.0785 1.0309 0.0 0.0 0.1
C 2.3898 -0.7792 -6.1326 0.0 0.0 0.0
S 4.1521 -1.5316 -2.6336 0.0 0.0 -0.1
W 0.1547 1.2284 -1.4312 -0.6 0.5 -0.4
S 2.4981 1.0830 -4.1831 -0.1 -0.1 0.0
H 1.1721 0.4307 2.4407 0.2 0.1 0.1
C -6.3424 0.4549 -4.2383 0.0 0.0 0.0
H -3.4040 1.2425 -1.1939 0.0 0.0 0.0
S -0.7936 2.1000 0.3861 0.2 -0.2 -0.1
H 5.3606 0.4076 3.3941 0.0 0.0 0.0
C -1.6594 -2.6172 4.3562 0.0 0.0 0.0
S -2.4661 4.8625 -1.1659 0.1 0.0 0.1
S 0.3236 3.2753 -2.5005 0.2 0.0 0.0
C 3.2574 0.3692 -5.6640 0.0 0.0 0.1
O -1.7324 -0.9561 1.0906 0.0 0.0 0.0
C -5.3713 0.2531 -5.2180 0.0 0.0 0.0
C 4.9697 0.3267 4.4000 0.0 0.0 0.0
H -3.7809 -1.2961 0.9880 0.0 0.0 0.0
H 3.5234 0.0314 8.0412 0.0 0.0 0.0
S 2.4011 1.3553 -0.7248 -0.1 0.2 -0.1
C -4.6318 0.8322 -2.5837 0.1 0.0 0.0
C -0.4731 -2.1427 4.8488 0.1 0.0 0.1
C -2.1285 -2.2645 3.0931 0.0 0.0 0.0
N -0.0586 0.7348 -3.6839 0.1 0.1 0.2
C 1.5770 -0.7958 4.6001 0.1 0.2 0.0
C -5.9786 0.7425 -2.9408 0.0 0.0 0.0
Br -2.7078 -3.7978 5.4116 0.0 0.0 0.0
H 2.6147 -1.0618 -7.1607 0.0 0.0 0.0
H 6.7665 0.9441 5.3706 0.0 0.0 0.0
H -2.7413 -2.6430 0.4294 0.0 0.0 0.0
C -0.1470 -0.9180 2.7947 0.2 0.0 0.1
N 1.8261 -0.6456 5.8728 -0.1 -0.1 0.1
Sb 2.8165 -1.0081 -0.9094 0.1 -0.4 0.0
C 5.7423 0.6221 5.5086 0.0 0.0 0.0
C 0.8881 0.5401 -4.5294 0.2 0.1 0.0
H 4.2452 0.0185 -5.3644 0.0 0.0 0.0
C 0.3043 -1.2869 4.0576 -0.2 -0.1 -0.1
C -2.2086 0.6841 -3.2353 0.1 0.0 -0.3
S 0.6475 -0.2683 -6.0597 0.0 0.0 0.0
H 2.5217 -1.6421 -5.4814 0.0 0.0 0.0
H 2.7590 -0.7583 2.8311 0.0 0.0 0.1

---

No. 3
19
Properties=species:S:1:pos:R:3:forces:R:3 method="wB97M-V/def2-TZVPD" s_squared=0.7532 multiplicity=2 orbital_gap_ha="0.39541 / 0.19400" total_charge=+2 largest_force_ev_per_a=3.542
H 0.4284 -1.0768 -1.4231 0.3 -0.1 0.0
H 0.5784 0.2342 -0.3993 1.1 -1.8 -0.2
S -0.5639 1.9205 -0.2120 -1.8 -0.1 -0.2
N 0.8434 -0.7936 -0.5308 -2.5 1.0 -0.1
H -0.1206 -0.8923 1.3347 0.0 -0.1 0.3
C 0.2446 -1.5991 0.5930 -0.1 0.0 0.0
H -0.5970 -2.2035 0.2561 0.0 0.0 -0.2
O 2.4889 -2.3008 0.7858 -2.7 -0.4 0.6
H 1.0977 -3.0790 2.0472 -0.2 -0.4 0.1
H -1.8950 2.3731 -2.0898 -0.3 0.2 -0.2
C -2.0125 1.2619 0.7646 0.2 0.7 -0.1
H -0.2931 1.7862 -2.6789 -0.4 0.0 0.7
H -2.1593 0.1949 0.5485 0.1 0.3 -0.2
H -2.9019 1.8268 0.4204 0.4 -0.2 0.1
H -1.5602 0.6219 -2.0368 0.0 0.2 0.1
H 1.8369 -0.9252 -0.5676 1.5 -0.3 0.3
H -1.8675 1.4230 1.8536 0.2 0.1 -0.8
C 1.3325 -2.4588 1.1904 3.4 1.0 -0.6
C -1.1211 1.6210 -1.9553 0.7 0.2 0.6

---

No. 4
47
Properties=species:S:1:pos:R:3:forces:R:3 method="wB97M-V/def2-TZVPD" orbital_gap_ha=0.32621 smiles="CCOC(=O)C1=C(CC)OC(N)=C(C#N)[C@@H]1c1ccc(NC(C)=O)cc1" largest_force_ev_per_a=1.252
H -1.9413 1.7734 -6.6952 0.0 0.0 0.0
H -0.7601 -2.0922 3.6313 0.1 0.0 0.1
H -2.1490 -0.2380 2.7411 -0.1 0.0 -0.1
H 1.9149 -1.3635 -1.6395 0.1 -0.1 0.0
H -2.8750 -3.0727 0.9849 0.1 0.0 0.0
C 1.3400 -0.4549 -1.5421 0.0 0.2 0.2
C 3.8204 1.2622 1.1081 0.4 0.3 -0.1
C 1.9654 -0.4004 0.9045 -0.1 0.1 0.1
O 0.7429 -2.9602 0.4176 0.0 0.1 0.0
H 0.7032 -0.4755 -3.5848 0.0 0.0 0.0
C 0.5667 -0.5572 2.9795 -0.2 -0.8 -0.3
H -2.5386 -0.5438 4.4387 -0.1 0.0 0.1
C -0.9902 1.2721 -4.8514 -0.3 0.4 -0.2
H -1.1654 -2.4314 -1.4801 0.0 0.0 -0.1
H -1.4103 -3.9593 0.4563 -0.2 0.1 0.1
C -1.7687 -0.1908 3.7577 0.1 -0.1 0.0
C 2.3205 1.0115 2.9397 0.4 0.0 -0.1
H 2.4811 2.2693 4.5253 0.0 0.0 0.0
C -2.1241 -2.5028 -0.9724 0.2 0.0 0.4
H -0.1482 -1.0223 4.9103 0.1 -0.1 0.0
C 0.1768 -2.1211 1.0715 -0.1 -0.1 0.2
O -0.5638 0.2142 -5.2498 0.1 -0.3 -0.1
C -1.8144 2.2122 -5.7101 0.1 -0.2 -0.1
C 0.6591 0.0376 -2.6392 -0.1 0.0 -0.3
H -1.2345 2.6515 -3.3810 0.1 -0.2 -0.1
H -2.7587 -3.1990 -1.5128 -0.1 -0.1 -0.1
H -2.7927 2.3743 -5.2621 -0.1 0.1 0.0
N 2.9775 1.9117 3.7275 -0.4 -0.2 0.0
H 3.6544 2.5095 3.2853 0.0 0.0 0.0
C 0.8769 -1.0121 1.7634 0.5 0.3 0.2
H 0.4714 1.8651 0.7468 0.0 0.1 0.1
C 0.5314 1.3513 -0.2026 0.0 0.0 -0.1
H 2.6470 -1.1936 0.5717 -0.1 0.1 0.1
N 4.7198 1.7950 0.6278 0.3 0.2 -0.1
C -0.0907 1.2038 -2.5229 0.2 -0.3 0.2
C -1.9235 -2.9924 0.4548 -0.2 -0.4 -0.4
H -2.5907 -1.5204 -0.9713 -0.1 0.1 0.0
H -1.5375 0.8435 4.0011 0.0 0.1 0.0
H -1.3085 3.1705 -5.8085 0.0 0.1 0.0
C -0.5174 -1.0619 3.8834 0.0 0.3 -0.1
C 2.7159 0.6415 1.6993 -1.0 -0.7 0.5
H -0.7215 2.7676 -1.1942 -0.1 0.1 0.0
C 1.2854 0.1904 -0.3150 0.1 -0.1 -0.2
N -0.7997 1.7633 -3.5911 -0.1 0.4 0.2
O -1.1533 -2.0557 1.2116 0.0 0.2 0.1
C -0.1435 1.8586 -1.2937 0.0 0.0 0.0
O 1.2505 0.4713 3.5811 0.4 0.4 0.0

---

No. 5
18
Properties=species:S:1:pos:R:3:forces:R:3 method="wB97M-V/def2-TZVPD" orbital_gap_ha=0.28221 largest_force_ev_per_a=0.356
H 2.0558 0.1775 2.5375 -0.1 0.0 -0.1
C 0.0262 -0.5077 -0.9016 -0.1 0.0 0.1
N -0.5015 -0.3219 0.3096 0.0 0.0 -0.2
H -1.9131 0.4221 1.6405 0.1 -0.1 -0.1
H 0.9395 -1.0862 -0.9675 -0.1 0.1 0.0
H -0.2512 -0.7966 2.3252 0.1 0.0 -0.1
C -0.6276 0.0065 -2.1336 -0.3 -0.1 0.2
H -2.4236 0.3488 -0.1725 0.1 0.0 0.1
C 1.4179 0.4448 1.6891 0.0 0.1 0.0
C 0.3851 -0.6468 1.4507 0.1 -0.1 0.1
H 2.0500 0.5769 0.8069 -0.1 0.0 0.1
H 0.9269 1.3973 1.9103 0.1 -0.1 0.0
O 0.3330 0.3187 -3.1302 0.2 0.2 0.0
C -1.7014 0.1761 0.6107 0.0 0.0 0.0
H -1.3073 -0.7138 -2.6115 0.1 0.1 0.1
H 0.9678 0.9154 -2.7125 0.0 -0.1 -0.2
H 0.8654 -1.6015 1.2213 0.0 0.1 0.0
H -1.2419 0.8904 -1.8725 0.1 -0.1 0.0

---

No. 6
44
Properties=species:S:1:pos:R:3:forces:R:3 method="wB97M-V/def2-TZVPD" s_squared=6.0240 multiplicity=5 orbital_gap_ha="0.21037 / 0.16078" total_charge=+2 largest_force_ev_per_a=1.288
N -0.4861 0.8423 2.1547 -0.6 1.0 0.1
H 4.4296 1.4193 -2.4640 0.0 -0.1 0.0
O -1.4308 2.4855 -1.3200 0.3 -0.5 -0.1
C 0.6345 -1.1059 1.1696 -0.4 0.7 0.9
B 1.0895 -1.8860 -3.2449 0.3 -0.4 -0.2
H 0.2500 -0.4266 4.4837 0.1 -0.1 0.0
C -1.0050 1.7388 3.0842 0.6 -1.0 -0.6
O -2.4099 4.1822 -0.2463 -0.1 0.2 -0.4
H 2.1712 2.2916 -1.2571 -0.1 0.0 0.0
C 1.6215 -2.8138 2.5361 -0.1 0.2 -0.1
N -1.0556 -0.9285 -2.0216 -0.4 0.3 0.4
N -0.7583 1.3164 0.9047 0.3 -0.5 0.2
N 1.8353 -0.5741 -2.7625 -0.3 0.0 0.1
H 3.6935 -0.9958 -3.5858 0.0 0.1 0.0
N -0.4185 -1.8749 -2.7595 0.1 0.2 0.1
N 1.3359 0.4512 -2.0239 0.0 0.5 0.4
C -2.3026 3.9810 3.0949 0.0 0.0 -0.5
H 1.6220 -2.8229 0.3804 0.0 0.0 0.1
O -2.8423 4.9147 2.3174 0.2 -0.3 0.3
C 3.4660 0.9368 -2.4245 0.2 -0.2 -0.2
H 0.4173 -0.7337 0.1889 0.0 0.1 -0.3
C 3.0980 -0.3010 -3.0075 0.4 0.0 -0.1
H -3.4408 -3.1258 -2.4525 0.1 0.0 0.0
C -2.3688 -1.3355 -1.8138 0.2 0.2 0.0
Cl -0.8881 1.5312 4.7341 -0.2 0.3 0.2
C 2.3449 1.3853 -1.8194 -0.3 -0.1 0.0
H 1.1233 -1.9475 -4.4411 -0.1 0.3 0.1
C -1.6121 2.7902 2.4136 -0.3 0.5 -0.7
H -3.0660 -0.7313 -1.2510 0.1 0.0 0.0
C 1.2252 -2.1220 3.6769 0.3 -0.4 -0.5
H -2.7430 4.7459 1.3666 0.0 0.1 -0.1
H 1.4563 -2.5193 4.6563 0.0 0.0 0.0
H 1.6434 -2.8444 -2.7722 -0.1 0.2 0.2
H -0.9835 -3.6970 -3.5781 0.0 0.1 0.0
O -2.3391 4.0400 4.2801 0.1 -0.1 0.3
H 2.1602 -3.7483 2.6221 0.0 0.0 0.0
C 0.2253 -0.3911 2.3155 0.6 -1.1 0.2
C -1.4192 2.4610 1.0639 -0.2 0.4 -0.1
C 1.3178 -2.2916 1.2755 0.3 -0.5 0.5
Os -0.4803 0.8378 -1.4458 -0.1 0.2 -0.1
C -2.5415 -2.5318 -2.4162 0.1 -0.3 -0.2
C -1.8197 3.1586 -0.1933 0.0 0.0 0.9
C 0.5372 -0.9283 3.5826 -0.3 0.6 -0.8
C -1.2866 -2.8326 -3.0010 -0.2 -0.4 -0.1

---

Summary of ΔE to the lowest compared entry with this formula, charge and spin in kcal per mole
58.5 20.0 25.1 40.6 72.6 0.0
(order as listed above)